Entry 1:
Formula: C16H17N5OS2
Source: the OMol25 dataset
Level of theory: ωB97M-V/def2-TZVPD

```
! RIJCOSX wB97M-V def2-TZVPD def2/J DEFGRID3
* xyz 0 1
C -5.77437 -0.77159 1.82462
H -6.59598 -1.33729 1.60192
H -5.89569 0.29484 2.12999
H -5.13678 -1.33113 2.42091
C -5.08247 -0.79393 0.25227
C -3.89283 0.05104 0.59381
N -3.46014 0.47190 1.80927
N -2.23569 1.26663 1.40345
C -1.83252 1.30855 0.21722
N -0.57668 1.85016 -0.06345
C -0.15321 1.97327 -1.29756
O -0.81087 1.35919 -2.32676
C 1.23975 2.32009 -1.63686
H 1.05570 3.66334 -1.55876
H 1.66380 2.13328 -2.57647
S 2.33624 2.27104 -0.03536
C 2.35219 0.39378 0.05694
N 1.28547 -0.08796 -0.54096
C 1.26453 -1.24161 -0.61966
C 2.01227 -2.11228 0.28547
C 3.03870 -1.54477 0.75059
C 3.12559 -0.06137 0.93527
C 4.29000 0.61018 1.51014
N 5.09398 1.06870 2.17481
H 3.78323 -1.95570 1.17812
C 1.97578 -3.62964 0.18554
C 0.50882 -4.28517 -0.23604
C 0.14050 -3.23375 -1.55938
C -0.11176 -1.93669 -1.15586
H -0.15832 -1.37356 -2.11511
H -0.89526 -1.60827 -0.68321
H -0.87342 -3.81359 -2.02962
H 0.89819 -3.53189 -2.26736
H 0.46794 -5.31049 -0.39206
H -0.25717 -3.92032 0.55093
H 2.16438 -3.82145 1.23409
H 2.66265 -4.07321 -0.65833
H -0.07132 2.33260 0.95597
S -2.82568 0.52902 -0.83725
H -5.86344 0.03667 -0.21512
H -4.80621 -1.67573 0.13672
*
```

Summary:
Highest occupied orbital energy = -9.257 eV
Orbital gap = 9.20 eV
Max |F| = 15.6 eV/Å
Energy above the lowest of the compared OMol25 structures with the same formula, charge and spin = 290.5 kcal/mol
E_LUMO = -0.06 eV

Charges in e, computed with Mulliken, in the same order as the atoms:
1. C -1.32
2. H 0.49
3. H 0.37
4. H 0.37
5. C -0.48
6. C 0.34
7. N -0.48
8. N -0.52
9. C 0.42
10. N -0.19
11. C 0.54
12. O -0.69
13. C -0.60
14. H 0.28
15. H 0.45
16. S -0.19
17. C 0.03
18. N 0.20
19. C 0.01
20. C 0.41
21. C -1.00
22. C 0.56
23. C -0.37
24. N -0.48
25. H 0.83
26. C -0.76
27. C -0.86
28. C -0.91
29. C -0.56
30. H 0.34
31. H 0.60
32. H 0.24
33. H 0.39
34. H 0.47
35. H 0.27
36. H 0.44
37. H 0.24
38. H 0.44
39. S -0.16
40. H 0.26
41. H 0.58

=====

Entry 2:
Formula: C4H8N2O
Source: the OMol25 dataset
Level of theory: ωB97M-V/def2-TZVPD

```
! RIJCOSX wB97M-V def2-TZVPD def2/J DEFGRID3
* xyz 0 1
C -0.66130 0.87711 -0.83497
C 0.38792 -0.16306 -1.02244
C 1.64929 -0.10333 -0.53546
N 2.34270 -1.22272 -0.91825
C 1.52264 -1.93829 -1.61079
N 0.30849 -1.34920 -1.70073
H -1.40293 0.53021 -0.10725
H -0.18900 1.80289 -0.55096
H -1.32500 1.01917 -1.70110
H 2.15426 0.63647 0.07002
H 1.70123 -2.81701 -2.19480
H -0.47823 -1.50957 -2.30397
O -2.19403 1.16575 4.25044
H -1.24258 1.16066 4.42544
H -2.57345 1.91091 4.73482
*
```

Summary:
Highest occupied orbital energy = -8.506 eV
Orbital gap = 9.31 eV
Max |F| = 1.8 eV/Å
Energy above the lowest of the compared OMol25 structures with the same formula, charge and spin = 27.4 kcal/mol
E_LUMO = 0.81 eV
SMILES = Cc1cnc[nH]1.O

Charges in e, computed with Mulliken, in the same order as the atoms:
1. C -1.13
2. C 0.51
3. C -0.34
4. N -0.61
5. C -0.19
6. N -0.10
7. H 0.27
8. H 0.28
9. H 0.33
10. H 0.39
11. H 0.37
12. H 0.22
13. O -0.64
14. H 0.32
15. H 0.32

=====

- Which of these has the lowest highest occupied orbital energy?
  C16H17N5OS2

=====

Copy entry 1 word for word.
Formula: C16H17N5OS2
Source: the OMol25 dataset
Level of theory: ωB97M-V/def2-TZVPD

```
! RIJCOSX wB97M-V def2-TZVPD def2/J DEFGRID3
* xyz 0 1
C -5.77437 -0.77159 1.82462
H -6.59598 -1.33729 1.60192
H -5.89569 0.29484 2.12999
H -5.13678 -1.33113 2.42091
C -5.08247 -0.79393 0.25227
C -3.89283 0.05104 0.59381
N -3.46014 0.47190 1.80927
N -2.23569 1.26663 1.40345
C -1.83252 1.30855 0.21722
N -0.57668 1.85016 -0.06345
C -0.15321 1.97327 -1.29756
O -0.81087 1.35919 -2.32676
C 1.23975 2.32009 -1.63686
H 1.05570 3.66334 -1.55876
H 1.66380 2.13328 -2.57647
S 2.33624 2.27104 -0.03536
C 2.35219 0.39378 0.05694
N 1.28547 -0.08796 -0.54096
C 1.26453 -1.24161 -0.61966
C 2.01227 -2.11228 0.28547
C 3.03870 -1.54477 0.75059
C 3.12559 -0.06137 0.93527
C 4.29000 0.61018 1.51014
N 5.09398 1.06870 2.17481
H 3.78323 -1.95570 1.17812
C 1.97578 -3.62964 0.18554
C 0.50882 -4.28517 -0.23604
C 0.14050 -3.23375 -1.55938
C -0.11176 -1.93669 -1.15586
H -0.15832 -1.37356 -2.11511
H -0.89526 -1.60827 -0.68321
H -0.87342 -3.81359 -2.02962
H 0.89819 -3.53189 -2.26736
H 0.46794 -5.31049 -0.39206
H -0.25717 -3.92032 0.55093
H 2.16438 -3.82145 1.23409
H 2.66265 -4.07321 -0.65833
H -0.07132 2.33260 0.95597
S -2.82568 0.52902 -0.83725
H -5.86344 0.03667 -0.21512
H -4.80621 -1.67573 0.13672
*
```

Summary:
Highest occupied orbital energy = -9.257 eV
Orbital gap = 9.20 eV
Max |F| = 15.6 eV/Å
Energy above the lowest of the compared OMol25 structures with the same formula, charge and spin = 290.5 kcal/mol
E_LUMO = -0.06 eV

Charges in e, computed with Mulliken, in the same order as the atoms:
1. C -1.32
2. H 0.49
3. H 0.37
4. H 0.37
5. C -0.48
6. C 0.34
7. N -0.48
8. N -0.52
9. C 0.42
10. N -0.19
11. C 0.54
12. O -0.69
13. C -0.60
14. H 0.28
15. H 0.45
16. S -0.19
17. C 0.03
18. N 0.20
19. C 0.01
20. C 0.41
21. C -1.00
22. C 0.56
23. C -0.37
24. N -0.48
25. H 0.83
26. C -0.76
27. C -0.86
28. C -0.91
29. C -0.56
30. H 0.34
31. H 0.60
32. H 0.24
33. H 0.39
34. H 0.47
35. H 0.27
36. H 0.44
37. H 0.24
38. H 0.44
39. S -0.16
40. H 0.26
41. H 0.58

=====

- max |F| of number 1 (C16H17N5OS2)?
  15.6 eV/Å